{
  "formula": "C5H6O4Ru",
  "method": "ωB97M-V/def2-TZVPD",
  "elements": ["O", "C", "O", "O", "C", "C", "O", "C", "C", "Ru", "H", "H", "H", "H", "H", "H"],
  "coordinates": [[2.347, -0.411, -0.320], [2.541, 1.074, -0.111], [1.442, 1.547, 0.226], [-2.244, 1.054, 0.064], [-2.674, -0.257, 0.234], [-1.871, -1.220, -0.641], [-0.472, -0.887, -0.517], [0.303, -1.435, 0.469], [1.621, -1.237, 0.496], [-0.403, 1.174, -0.301], [-3.738, -0.387, -0.041], [-2.584, -0.579, 1.291], [-2.095, -1.051, -1.702], [-2.028, -2.276, -0.388], [-0.214, -2.035, 1.217], [2.217, -1.828, 1.192]],
  "homo_energy_ev": [-13.667, -13.649],
  "gap_ev": [9.8, 6.0],
  "energy_ev": -16039.294,
  "spin_multiplicity": 6,
  "charge": 1,
  "s2": 8.771,
  "de_lowest_kcal_mol": 23.7
}

{
  "formula": "C5H6O8S2",
  "method": "ωB97M-V/def2-TZVPD",
  "elements": ["C", "C", "C", "C", "C", "O", "O", "O", "O", "O", "O", "O", "O", "S", "S", "H", "H", "H", "H", "H", "H"],
  "coordinates": [[-1.353, -0.515, 0.297], [-0.161, -1.156, -0.140], [-2.390, -0.173, -0.619], [-3.534, 0.418, 0.126], [1.408, 0.522, 0.161], [3.096, 2.059, -1.342], [2.894, -1.792, -0.628], [-2.303, -0.262, -1.937], [3.853, 0.413, 0.235], [2.872, 2.605, 1.009], [2.833, -1.125, 1.807], [0.599, -1.796, 0.647], [-0.068, -1.348, -1.450], [2.821, 1.549, -0.005], [2.488, -0.888, 0.432], [-1.314, -0.435, 1.402], [-4.404, -0.345, 0.248], [-3.288, 0.924, 0.984], [-4.098, 1.317, -0.527], [0.987, 0.878, 1.102], [-0.937, -0.849, -1.802]],
  "homo_energy_ev": -1.092,
  "gap_ev": 6.7,
  "energy_ev": -43329.850,
  "charge": -2,
  "de_lowest_kcal_mol": 62.9
}

{
  "formula": "C5H6OS",
  "method": "ωB97M-V/def2-TZVPD",
  "elements": ["C", "C", "C", "C", "C", "O", "S", "H", "H", "H", "H", "H", "H"],
  "coordinates": [[1.473, -0.492, -1.084], [1.143, -0.098, 0.121], [-1.872, 1.169, -0.755], [0.217, -0.798, 1.056], [-0.650, -0.151, 1.976], [-2.939, 1.390, -1.189], [0.669, -0.561, 2.849], [1.931, 0.053, -1.804], [1.266, -1.452, -1.546], [1.407, 0.870, 0.371], [-1.472, 0.059, -0.515], [-0.035, -1.869, 0.896], [-1.139, 1.881, -0.374]],
  "homo_energy_ev": -8.924,
  "gap_ev": 8.3,
  "energy_ev": -18159.376,
  "de_lowest_kcal_mol": 121.3
}

{
  "formula": "C5H6OS2",
  "method": "ωB97M-V/def2-TZVPD",
  "elements": ["C", "C", "C", "C", "C", "O", "S", "S", "H", "H", "H", "H", "H", "H"],
  "coordinates": [[-1.784, -0.051, -0.107], [-0.958, 1.032, -0.603], [-1.304, -1.293, -0.368], [0.216, 0.925, -1.271], [0.063, -1.419, -0.868], [0.704, -0.362, -1.528], [2.817, 0.782, 1.927], [0.873, -2.847, -0.672], [-2.798, 0.032, 0.338], [-1.310, 2.033, -0.510], [-1.787, -2.180, -0.010], [0.960, 1.738, -1.599], [1.669, 1.388, 2.159], [2.640, 0.222, 3.113]],
  "smiles": "S=c1cccco1.S",
  "homo_energy_ev": -8.455,
  "gap_ev": 8.0,
  "energy_ev": -28998.298,
  "de_lowest_kcal_mol": 38.2
}

{
  "formula": "C5H6OS2",
  "method": "ωB97M-V/def2-TZVPD",
  "elements": ["C", "C", "C", "C", "C", "H", "H", "H", "H", "H", "H", "O", "S", "S"],
  "coordinates": [[0.869, 1.386, 0.206], [0.042, -0.044, 0.287], [0.450, -0.557, -0.932], [0.856, -0.802, -2.102], [-1.442, -0.004, 0.333], [1.907, 1.308, 0.561], [0.586, 2.003, 1.150], [0.815, 1.884, -0.936], [0.061, -0.988, 2.755], [1.296, -1.152, -2.978], [-1.626, -1.944, -0.603], [-2.197, -0.966, -0.309], [0.597, -1.319, 1.538], [-2.214, 1.195, 1.030]],
  "smiles": "C#C[C@](C)(S)C(O)=S",
  "homo_energy_ev": -8.832,
  "gap_ev": 8.8,
  "energy_ev": -28995.411,
  "de_lowest_kcal_mol": 104.8
}

{
  "formula": "C5H6OS2",
  "method": "ωB97M-V/def2-TZVPD",
  "elements": ["C", "C", "C", "C", "C", "H", "H", "H", "H", "H", "H", "O", "S", "S"],
  "coordinates": [[-0.009, 2.125, 0.027], [-0.039, 0.608, -0.165], [1.074, -0.284, -0.015], [0.603, -1.510, 0.079], [-1.068, -0.201, -0.037], [-0.819, 2.714, -0.639], [-0.114, 2.506, 1.250], [1.318, 2.436, -0.436], [3.201, 0.556, 1.221], [1.141, -2.546, 0.006], [-2.893, -0.497, 1.285], [-0.675, -1.565, -0.054], [2.880, 0.056, -0.058], [-2.867, 0.126, -0.042]],
  "homo_energy_ev": -8.880,
  "gap_ev": 9.4,
  "energy_ev": -28996.661,
  "de_lowest_kcal_mol": 76.0
}

{
  "formula": "C5H6OS3",
  "method": "ωB97M-V/def2-TZVPD",
  "elements": ["C", "C", "C", "C", "C", "O", "S", "S", "S", "H", "H", "H", "H", "H", "H"],
  "coordinates": [[-0.107, -0.705, -1.254], [0.507, -0.455, 0.045], [0.196, 0.126, -2.399], [0.244, -1.403, 1.151], [-0.130, 1.898, 1.173], [-0.106, 0.083, -3.562], [-1.046, -2.136, -1.417], [-1.161, -2.519, 0.641], [1.302, 1.128, 0.296], [0.403, 1.114, -1.972], [0.998, -2.134, 1.377], [-0.130, -1.017, 2.104], [0.212, 2.943, 1.231], [-0.287, 1.326, 2.061], [-0.894, 1.750, 0.525]],
  "smiles": "CSC1=C(C=O)SSC1",
  "homo_energy_ev": [-8.128, -8.127],
  "gap_ev": [7.4, 7.4],
  "energy_ev": -39833.352,
  "de_lowest_kcal_mol": 0.0
}

{
  "formula": "C5H6PS",
  "method": "ωB97M-V/def2-TZVPD",
  "elements": ["C", "C", "C", "C", "C", "P", "S", "H", "H", "H", "H", "H", "H"],
  "coordinates": [[0.796, -0.426, -0.795], [-1.686, -0.161, -1.199], [0.269, -0.156, 0.397], [-1.130, 0.092, 0.230], [1.118, 0.334, 1.536], [-0.338, -0.891, -1.999], [-2.038, 0.713, 1.420], [1.854, -0.397, -0.894], [-2.795, -0.456, -1.319], [1.259, -0.547, 2.177], [0.714, 1.129, 2.292], [2.034, 0.598, 1.052], [-0.059, 0.168, -2.898]],
  "smiles": "Cc1c[pH]cc1[S-]",
  "homo_energy_ev": -2.396,
  "gap_ev": 6.3,
  "energy_ev": -25405.128,
  "charge": -1,
  "de_lowest_kcal_mol": 31.6
}

{
  "formula": "C5H6S",
  "method": "ωB97M-V/def2-TZVPD",
  "elements": ["C", "C", "C", "C", "C", "S", "H", "H", "H", "H", "H", "H"],
  "coordinates": [[0.824, -0.493, -0.167], [0.008, 0.230, -1.209], [2.070, 0.204, 0.280], [-0.739, 0.024, -0.197], [-1.958, 0.030, 0.599], [3.579, -0.438, 0.614], [1.087, -1.492, -0.215], [0.104, 0.556, -2.183], [1.957, 1.275, 0.145], [-2.787, -0.416, -0.020], [-1.904, -0.564, 1.538], [-2.242, 1.085, 0.813]],
  "smiles": "CC1=C[C@H]1C=S",
  "homo_energy_ev": -8.361,
  "gap_ev": 8.4,
  "energy_ev": -16113.837,
  "de_lowest_kcal_mol": 62.3
}

Copy entry 2 word for word.
{
  "formula": "C5H6O8S2",
  "method": "ωB97M-V/def2-TZVPD",
  "elements": ["C", "C", "C", "C", "C", "O", "O", "O", "O", "O", "O", "O", "O", "S", "S", "H", "H", "H", "H", "H", "H"],
  "coordinates": [[-1.353, -0.515, 0.297], [-0.161, -1.156, -0.140], [-2.390, -0.173, -0.619], [-3.534, 0.418, 0.126], [1.408, 0.522, 0.161], [3.096, 2.059, -1.342], [2.894, -1.792, -0.628], [-2.303, -0.262, -1.937], [3.853, 0.413, 0.235], [2.872, 2.605, 1.009], [2.833, -1.125, 1.807], [0.599, -1.796, 0.647], [-0.068, -1.348, -1.450], [2.821, 1.549, -0.005], [2.488, -0.888, 0.432], [-1.314, -0.435, 1.402], [-4.404, -0.345, 0.248], [-3.288, 0.924, 0.984], [-4.098, 1.317, -0.527], [0.987, 0.878, 1.102], [-0.937, -0.849, -1.802]],
  "homo_energy_ev": -1.092,
  "gap_ev": 6.7,
  "energy_ev": -43329.850,
  "charge": -2,
  "de_lowest_kcal_mol": 62.9
}